## P
This record from OMol25 describes a molecular structure, C2H3N3O. The level of theory is ωB97M-V with the def2-TZVPD basis set.

## Properties
**Frontier orbital gap (alpha / beta)**: 9.12 / 9.12 eV
**Lowest unoccupied orbital energy (alpha / beta)**: -0.0049 / -0.0049 hartree
**Spin multiplicity**: 1

Last column: Mulliken charge in e.
CARTESIAN COORDINATES (ANGSTROEM)
1 O 1.1385 1.5767 0.9133  -0.45
2 C 0.3642 0.5033 0.7605  0.51
3 N -0.3709 -0.2451 1.4243  -0.46
4 N -1.5979 -0.9380 -0.9711  -0.45
5 N -0.4424 -0.6227 -1.2912  -0.06
6 C 0.4837 -0.4484 -0.2847  -0.06
7 H 1.0340 1.8932 1.8203  0.37
8 H -2.1344 -0.8901 -1.8471  0.26
9 H 1.4785 -0.8487 -0.5184  0.34

## Q
This record from OMol25 describes 2 unconnected molecules or ions with the total composition C2H3N3O. The level of theory is ωB97M-V with the def2-TZVPD basis set.

## Properties
**Frontier orbital gap (alpha / beta)**: 8.13 / 8.34 eV
**Lowest unoccupied orbital energy (alpha / beta)**: -0.0725 / -0.0688 hartree
**Spin multiplicity**: 1

Last column: Mulliken charge in e.
CARTESIAN COORDINATES (ANGSTROEM)
1 C 2.1958 1.7878 -0.0957  -0.05
2 C 0.1623 0.1834 0.1619  -0.69
3 N 3.3215 1.7611 0.0354  -0.38
4 N -0.4191 1.6850 -1.5683  0.22
5 N 0.2988 1.1247 -0.8366  0.35
6 O -0.4323 2.5514 -2.3682  -0.45
7 H -0.8063 -0.3165 0.3892  0.36
8 H 0.7617 -0.6748 -0.0165  0.35
9 H 0.5680 0.5744 1.1157  0.29

## R
This record from OMol25 describes C2H3N3O in the gas phase. The level of theory is ωB97M-V with the def2-TZVPD basis set.

## Properties
**Frontier orbital gap (alpha / beta)**: 8.67 / 8.67 eV
**Lowest unoccupied orbital energy (alpha / beta)**: -0.0126 / -0.0126 hartree
**Spin multiplicity**: 1

Last column: Mulliken charge in e.
CARTESIAN COORDINATES (ANGSTROEM)
1 N 1.3667 -0.8137 -0.4923  -0.57
2 C 0.2127 -0.0425 -0.2488  -0.11
3 N -0.0434 1.0971 -1.0649  -0.05
4 O -0.9696 1.8138 -0.7328  -0.36
5 N -1.6082 -0.2951 1.4873  -0.46
6 C -0.6507 -0.2261 0.7500  0.70
7 H 2.0819 -0.2259 -0.9048  0.29
8 H 1.1899 -1.5877 -1.1217  0.25
9 H -1.5792 0.2801 2.3281  0.31

Pick R: it beats the second-best structure by 53.3 kJ/mol.

## P
This record from OMol25 describes 2 unconnected molecules or ions with the total composition C2H3N3O. The level of theory is ωB97M-V with the def2-TZVPD basis set.

## Properties
**Frontier orbital gap (alpha / beta)**: 8.70 / 7.71 eV
**Lowest unoccupied orbital energy (alpha / beta)**: -0.0696 / -0.0950 hartree
**Spin multiplicity**: 1

Last column: Mulliken charge in e.
CARTESIAN COORDINATES (ANGSTROEM)
1 C 2.7074 0.2491 -0.0915  0.59
2 C -0.8830 0.4644 0.1402  0.25
3 N 3.5428 -0.0494 0.6595  -0.38
4 N 1.8644 0.4661 -0.9994  -0.45
5 N 0.0491 -0.4771 0.0426  -0.31
6 O -0.7802 1.6501 0.2021  -0.49
7 H -1.8427 -0.1822 0.2549  0.24
8 H 1.7314 1.3768 -1.4050  0.27
9 H 0.0114 -1.4238 -0.3803  0.27

## Q
This record from OMol25 describes a molecular structure, C2H3N3O. The level of theory is ωB97M-V with the def2-TZVPD basis set.

## Properties
**Frontier orbital gap (alpha / beta)**: 8.21 / 8.12 eV
**Lowest unoccupied orbital energy (alpha / beta)**: -0.0232 / -0.0282 hartree
**Spin multiplicity**: 1

Last column: Mulliken charge in e.
CARTESIAN COORDINATES (ANGSTROEM)
1 C 0.5238 -0.8765 0.0036  -0.20
2 C -0.4305 0.2740 0.0425  0.48
3 O -1.7430 0.1187 -0.1368  -0.46
4 N 1.0930 1.1529 -0.5804  -0.11
5 N 0.0994 1.3316 0.6363  -0.44
6 N 1.6533 0.0598 -0.2183  -0.14
7 H -2.2006 0.9095 0.1933  0.39
8 H 0.5811 -1.4464 0.9317  0.24
9 H 0.4236 -1.5234 -0.8719  0.25

## R
This record from OMol25 describes C2H3N3O in the gas phase. The level of theory is ωB97M-V with the def2-TZVPD basis set.

## Properties
**Frontier orbital gap**: 10.54 eV
**Lowest unoccupied orbital energy**: 0.0361 hartree
**Spin multiplicity**: 1

Last column: Mulliken charge in e.
CARTESIAN COORDINATES (ANGSTROEM)
1 C -0.6739 0.0879 0.0113  0.64
2 C 0.2202 1.1168 -0.0650  -0.38
3 H -2.2239 -0.8739 0.1351  0.37
4 H -0.0394 2.1404 0.0127  0.41
5 H 2.0497 -1.3315 0.2543  0.31
6 N 1.4880 0.5860 -0.0572  -0.52
7 N 1.2203 -0.6957 -0.1180  0.24
8 N -0.0397 -1.0741 -0.0791  -0.58
9 O -2.0014 0.0440 -0.0942  -0.50

## S
This record from OMol25 describes C2H3N3O in the gas phase. The level of theory is ωB97M-V with the def2-TZVPD basis set.

## Properties
**Frontier orbital gap**: 10.35 eV
**Lowest unoccupied orbital energy**: 0.0286 hartree
**Spin multiplicity**: 1

Last column: Mulliken charge in e.
CARTESIAN COORDINATES (ANGSTROEM)
1 O -1.9651 -0.4875 0.1290  -0.49
2 C -0.6929 -0.1016 0.0687  0.58
3 N 0.1945 -0.9796 -0.3268  -0.60
4 C 1.3458 -0.2791 -0.2762  -0.08
5 N 1.2338 0.9671 0.1220  -0.63
6 N -0.1158 1.0764 0.3476  0.19
7 H -1.7854 -1.4014 -0.1799  0.40
8 H 2.2747 -0.7510 -0.5551  0.41
9 H -0.4897 1.9567 0.6709  0.22

Pick S: it beats the second-best structure by 105.7 kJ/mol.

## P
This record from OMol25 describes C2H3N3O in the gas phase. The level of theory is ωB97M-V with the def2-TZVPD basis set.

## Properties
**Frontier orbital gap**: 8.74 eV
**Lowest unoccupied orbital energy**: -0.0073 hartree
**Spin multiplicity**: 1

Last column: Mulliken charge in e.
CARTESIAN COORDINATES (ANGSTROEM)
1 N 1.7963 0.0057 -0.0551  -0.33
2 C 0.5239 0.1025 0.2936  0.47
3 N -0.3778 0.8586 -0.1684  -0.41
4 C -1.6273 0.3398 -0.0914  -0.11
5 N -1.7634 -0.8746 0.3991  -0.16
6 O -0.6593 -1.5087 0.3310  -0.33
7 H 2.0635 0.4951 -0.8897  0.23
8 H 2.5404 -0.3217 0.5368  0.24
9 H -2.4963 0.9034 -0.3559  0.40

## Q
This record from OMol25 describes C2H3N3O in the gas phase. The level of theory is ωB97M-V with the def2-TZVPD basis set.

## Properties
**Frontier orbital gap**: 9.86 eV
**Lowest unoccupied orbital energy**: -0.0200 hartree
**Spin multiplicity**: 1

Last column: Mulliken charge in e.
CARTESIAN COORDINATES (ANGSTROEM)
1 O -1.8176 -0.6908 -0.0459  -0.47
2 C -0.5912 -0.1471 0.2417  0.46
3 N 0.5735 -0.9874 0.1796  -0.42
4 C 1.4696 -0.1683 -0.2064  -0.07
5 N 0.9674 1.1120 -0.6411  -0.26
6 N -0.2672 1.1033 -0.4435  -0.18
7 H -2.4272 0.0396 -0.2312  0.34
8 H 2.5370 -0.3444 -0.1661  0.39
9 H -0.4445 0.0830 1.3132  0.22

Pick Q: it beats the second-best structure by 132.3 kJ/mol.

## P
This record from OMol25 describes 2 unconnected molecules or ions with the total composition C2H3N3O. The level of theory is ωB97M-V with the def2-TZVPD basis set.

## Properties
**Frontier orbital gap**: 7.80 eV
**Lowest unoccupied orbital energy**: -0.0953 hartree
**Spin multiplicity**: 1

Last column: Mulliken charge in e.
CARTESIAN COORDINATES (ANGSTROEM)
1 C -1.0992 0.2124 1.2481  0.00
2 C -0.7372 0.7897 -0.8232  -0.01
3 N -2.0638 0.9885 0.8615  -0.37
4 N -1.8387 1.3501 -0.4348  -0.40
5 N -0.2667 0.0729 0.2111  0.07
6 O 1.3747 -0.9434 0.2146  -0.38
7 H -0.9850 -0.2383 2.2087  0.41
8 H -0.2736 0.8707 -1.7836  0.36
9 H 1.5753 -0.9000 -0.7231  0.33

## Q
This record from OMol25 describes C2H3N3O in the gas phase. The level of theory is ωB97M-V with the def2-TZVPD basis set.

## Properties
**Frontier orbital gap (alpha / beta)**: 8.80 / 8.80 eV
**Lowest unoccupied orbital energy (alpha / beta)**: 0.0267 / 0.0267 hartree
**Spin multiplicity**: 1

Last column: Mulliken charge in e.
CARTESIAN COORDINATES (ANGSTROEM)
1 C 1.1228 -1.3643 1.3463  0.14
2 C 0.1450 -0.1135 -0.1102  0.46
3 N 0.0373 -0.6716 1.0286  -0.56
4 N 1.7497 -0.7918 -0.6852  -0.40
5 N -0.3529 0.8878 -0.8377  -0.41
6 O 2.0433 -1.4293 0.4630  -0.09
7 H 1.2866 -1.7367 2.4234  0.34
8 H -1.2404 1.4084 -0.7437  0.24
9 H 0.3503 1.3359 -1.5224  0.27

Pick Q: it beats the second-best structure by 58.2 kJ/mol.

## P
This record from OMol25 describes a molecular structure, C2H3N3O. The level of theory is ωB97M-V with the def2-TZVPD basis set.

## Properties
**Frontier orbital gap**: 9.27 eV
**Lowest unoccupied orbital energy**: 0.0166 hartree
**Spin multiplicity**: 1

Last column: Mulliken charge in e.
CARTESIAN COORDINATES (ANGSTROEM)
1 O 2.3079 -0.0719 0.0191  -0.42
2 C 1.0255 -0.0583 0.3492  0.37
3 N 0.2396 0.9137 0.4569  -0.11
4 N -1.0138 0.8698 0.1380  -0.39
5 C -1.1930 -1.0638 -0.2620  0.14
6 N -0.0772 -1.5172 -0.2894  -0.46
7 H 2.4634 0.5531 -0.7119  0.33
8 H -1.4986 1.5602 0.7314  0.22
9 H -2.2538 -1.1857 -0.4312  0.32

## Q
This record from OMol25 describes 2 unconnected molecules or ions with the total composition C2H3N3O. The level of theory is ωB97M-V with the def2-TZVPD basis set.

## Properties
**Frontier orbital gap (alpha / beta)**: 9.16 / 9.16 eV
**Lowest unoccupied orbital energy (alpha / beta)**: -0.0140 / -0.0141 hartree
**Spin multiplicity**: 1

Last column: Mulliken charge in e.
CARTESIAN COORDINATES (ANGSTROEM)
1 O 2.3112 0.2898 0.0905  -0.38
2 C 1.1953 0.4470 0.7775  0.22
3 N 0.1102 0.9269 0.5133  0.35
4 N -1.1289 1.0804 0.4271  -0.75
5 C -1.1371 -1.7547 -0.5227  0.10
6 N -0.5073 -2.6411 -0.9095  -0.37
7 H 2.1800 0.4818 -0.8537  0.31
8 H -1.3477 2.0582 0.6420  0.22
9 H -1.6756 -0.8884 -0.1645  0.29

Pick Q: it beats the second-best structure by 6.3 kJ/mol.

## P
This record from OMol25 describes C2H3N3O in the gas phase. The level of theory is ωB97M-V with the def2-TZVPD basis set.

## Properties
**Frontier orbital gap**: 10.34 eV
**Lowest unoccupied orbital energy**: 0.0129 hartree
**Spin multiplicity**: 1

Last column: Mulliken charge in e.
CARTESIAN COORDINATES (ANGSTROEM)
1 C -0.7146 -0.2091 0.2627  0.51
2 C 1.5089 -0.5078 -0.0143  -0.02
3 H -2.5322 -0.6934 -0.3871  0.35
4 H 2.3495 -1.1375 -0.2222  0.38
5 H -0.2375 1.8166 0.2057  0.23
6 N 0.1963 -1.1974 0.0196  -0.56
7 N 1.4390 0.7964 -0.0683  -0.60
8 N 0.0310 0.9086 0.0012  0.19
9 O -2.0012 0.0952 -0.0942  -0.47

## Q
This record from OMol25 describes C2H3N3O in the gas phase. The level of theory is ωB97M-V with the def2-TZVPD basis set.

## Properties
**Frontier orbital gap (alpha / beta)**: 8.24 / 8.24 eV
**Lowest unoccupied orbital energy (alpha / beta)**: -0.0186 / -0.0186 hartree
**Spin multiplicity**: 1

Last column: Mulliken charge in e.
CARTESIAN COORDINATES (ANGSTROEM)
1 N 1.8739 0.1306 -0.0872  -0.34
2 C 0.6964 0.2411 0.5005  0.40
3 N -0.3357 0.8732 0.2080  -0.31
4 C -1.5760 0.4225 0.1312  -0.11
5 N -1.8009 -0.9055 0.3081  -0.10
6 O -0.7626 -1.5867 0.3452  -0.40
7 H 1.9192 0.1136 -1.0980  0.22
8 H 2.7076 -0.1214 0.4187  0.24
9 H -2.4056 1.0994 0.0150  0.40

Pick P: it beats the second-best structure by 174.6 kJ/mol.